(1)
# C2H2F3NO2

2 unconnected molecules or ions with the total composition C2H2F3NO2 in a non-equilibrium geometry (wB97M-V/def2-TZVPD, the Open Molecules 2025 dataset).

Geometry (Å):
F (0.890001, 0.318647, -0.629606)
C (1.799998, -0.627047, -0.242238)
F (2.303498, -1.212060, -1.393560)
F (2.800679, 0.051565, 0.281549)
H (1.362400, -1.458011, 0.252894)
O (-2.575339, -0.837402, 1.811236)
C (-2.305498, 0.001660, 1.047922)
N (-2.194555, 0.626311, 0.051937)
O (-1.429316, 1.764445, -0.316720)
H (-0.651868, 1.371893, -0.863414)

Forces on atoms 1 to 3 (eV/Å):
F 0.311 -0.959 0.299
C 1.029 0.734 -3.333
F -0.553 0.650 0.733

Properties
- LUMO: 0.2378 eV
- HOMO energy: -10.622 eV
- Structure (SMILES): FC(F)F.O=C=NO
- Energy relative to the best compared isomer or geometry (same formula, charge and spin): 303.9 kJ/mol
- Charge: 0
- Kohn-Sham gap: 10.86 eV

Per-atom Löwdin charges, elementary charge units:
1 F 0.065
2 C -0.397
3 F 0.062
4 F 0.148
5 H 0.161
6 O 0.158
7 C -0.337
8 N 0.060
9 O -0.038
10 H 0.118

***

(2)
# C2H2F3NO4SZn

A molecular structure, C2H2F3NO4SZn in a non-equilibrium geometry (wB97M-V/def2-TZVPD, the Open Molecules 2025 dataset).

Geometry (Å):
O (-3.520540, 0.343480, 1.369158)
C (-3.857050, -0.627300, 0.484814)
O (-3.122525, -1.687701, 0.922901)
Zn (-1.720065, -0.389620, 1.221547)
H (-3.022398, 0.316657, -0.959123)
N (-1.449919, 0.361846, -0.643939)
S (-0.108162, 0.946056, -0.188764)
O (0.235125, 2.349846, -0.464426)
O (0.072617, 0.523634, 1.263132)
C (1.298128, 0.041693, -1.024032)
F (1.251954, 0.273783, -2.332710)
F (1.198079, -1.265632, -0.821797)
F (2.473368, 0.455634, -0.563851)
H (-4.575326, -1.089173, -0.253454)

Forces on atoms 1 to 3 (eV/Å):
O -3.664 0.662 -2.694
C 3.357 -1.865 3.871
O -0.997 -0.519 -2.274

Properties
- LUMO (alpha / beta): 2.9890 / 2.9846 eV
- HOMO energy (alpha / beta): -3.321 / -5.135 eV
- Charge: -1
- Spin multiplicity: 2
- ⟨S²⟩: 0.75
- Kohn-Sham gap (alpha / beta): 6.31 / 8.12 eV

Per-atom Löwdin charges, elementary charge units:
1 O -0.248
2 C -0.481
3 O -0.267
4 Zn 0.752
5 H 0.164
6 N -0.374
7 S 0.499
8 O -0.361
9 O -0.435
10 C -0.720
11 F 0.117
12 F 0.115
13 F 0.119
14 H 0.120

***

(3)
# C2H2F4O5S

C2H2F4O5S in the gas phase in a non-equilibrium geometry (wB97M-V/def2-TZVPD, the Open Molecules 2025 dataset).

Geometry (Å):
O (-1.909379, -0.472629, -0.003699)
S (-1.101355, 0.340692, 0.822883)
O (-0.806515, 0.006566, 2.164001)
O (-1.948966, 1.742605, 0.762530)
F (-1.475477, 2.712350, 1.644545)
C (0.488842, 0.788133, -0.090227)
F (1.406937, 1.219807, 0.763771)
F (0.266944, 1.703998, -1.020813)
C (0.832634, -0.745522, -0.705110)
O (0.191718, -0.827947, -1.870432)
O (0.501572, -1.621898, 0.266573)
F (2.202233, -0.815878, -0.909003)
H (0.160530, -1.732859, -2.216789)
H (1.190282, -2.297420, 0.391769)

Forces on atoms 1 to 3 (eV/Å):
O -0.274 0.235 -0.379
S -0.025 0.534 0.820
O 0.186 0.322 0.219

Properties
- LUMO: 0.2124 eV
- HOMO energy: -11.615 eV
- Structure (SMILES): O=S(=O)(OF)C(F)(F)C(O)(O)F
- Charge: 0
- Kohn-Sham gap: 11.83 eV

Per-atom Löwdin charges, elementary charge units:
1 O -0.195
2 S 0.715
3 O -0.208
4 O -0.147
5 F -0.033
6 C -0.433
7 F 0.149
8 F 0.154
9 C -0.617
10 O 0.136
11 O 0.081
12 F 0.088
13 H 0.151
14 H 0.158

***

(4)
# C2H2F5P

2 unconnected molecules or ions with the total composition C2H2F5P in a non-equilibrium geometry (wB97M-V/def2-TZVPD, the Open Molecules 2025 dataset).

Geometry (Å):
C (1.162003, -0.239650, -0.341128)
C (-0.038730, 0.434465, 0.371231)
F (2.248567, 0.515792, -0.251068)
F (0.965010, -0.744054, -1.608666)
F (1.465995, -1.315088, 0.408616)
F (-0.641388, 1.628032, -1.258732)
F (0.310907, 1.294778, 1.309425)
P (-1.321477, -0.787890, 0.694643)
H (-1.746247, -0.785548, -0.572524)
H (-2.404640, -0.000834, 1.248202)

Forces on atoms 1 to 3 (eV/Å):
C 1.202 -0.628 -0.753
C -0.676 2.117 -2.215
F -0.428 0.459 -0.924

Properties
- LUMO (alpha / beta): -1.6564 / -1.6564 eV
- HOMO energy (alpha / beta): -10.961 / -10.963 eV
- Energy relative to the best compared isomer or geometry (same formula, charge and spin): 258.4 kJ/mol
- Charge: 0
- Kohn-Sham gap (alpha / beta): 9.30 / 9.31 eV

Per-atom Löwdin charges, elementary charge units:
1 C -0.623
2 C -0.398
3 F 0.177
4 F 0.129
5 F 0.100
6 F -0.352
7 F 0.119
8 P 0.975
9 H -0.086
10 H -0.040

***

(5)
# C2H2FGdO

A molecular structure, C2H2FGdO in a non-equilibrium geometry (wB97M-V/def2-TZVPD, the Open Molecules 2025 dataset).

Geometry (Å):
C (-0.272334, 0.042123, -0.238515)
C (0.183146, 1.223437, -0.001730)
O (-0.639296, -0.931433, -0.870883)
H (0.956416, 1.388881, 0.751323)
H (-0.028668, -2.569294, 0.350201)
Gd (-0.670964, 3.243775, -1.217988)
F (0.471700, -2.397490, 1.227592)

Forces on atoms 1 to 3 (eV/Å):
C -1.082 -3.722 -4.336
C -0.183 2.643 0.270
O 0.827 3.082 3.033

Properties
- LUMO (alpha / beta): -5.3993 / -6.2517 eV
- HOMO energy (alpha / beta): -12.777 / -12.843 eV
- Energy relative to the best compared isomer or geometry (same formula, charge and spin): 51.0 kJ/mol
- Charge: +1
- Spin multiplicity: 9
- ⟨S²⟩: 20.05
- Kohn-Sham gap (alpha / beta): 7.38 / 6.59 eV

Per-atom Löwdin charges, elementary charge units:
1 C -0.365
2 C -0.351
3 O 0.065
4 H 0.018
5 H 0.147
6 Gd 1.638
7 F -0.152

***

(6)
# C2H2FHgO2

A molecular structure, C2H2FHgO2 in a non-equilibrium geometry (wB97M-V/def2-TZVPD, the Open Molecules 2025 dataset).

Geometry (Å):
H (-0.026751, 0.355278, 1.542557)
O (1.327759, -0.720451, -0.353207)
C (0.730423, 0.070295, 0.408932)
C (-0.788706, 0.144485, 0.282090)
O (-1.236905, 0.076013, -0.910454)
F (1.283285, 1.370709, 0.437671)
H (-1.374401, -0.435053, 1.030092)
Hg (0.085295, -0.861276, -2.437681)

Forces on atoms 1 to 3 (eV/Å):
H 4.286 -0.968 2.821
O 0.771 -1.201 1.915
C -3.669 3.047 1.941

Properties
- LUMO: 3.1959 eV
- HOMO energy: -2.854 eV
- Charge: -1
- Kohn-Sham gap: 6.05 eV

Per-atom Löwdin charges, elementary charge units:
1 H 0.111
2 O -0.270
3 C -0.692
4 C -0.284
5 O -0.339
6 F -0.088
7 H 0.094
8 Hg 0.469

***

(7)
# C2H2FIO

2 unconnected molecules or ions with the total composition C2H2FIO in a non-equilibrium geometry (wB97M-V/def2-TZVPD, the Open Molecules 2025 dataset).

Geometry (Å):
C (-0.628030, -0.120455, -0.798140)
C (0.327588, -0.063481, 0.423550)
O (-1.111678, -1.177977, -1.150527)
F (0.364772, -1.217800, 1.070211)
I (2.244846, 0.725087, -0.179306)
H (-0.977564, 0.889263, -1.194116)
H (-0.219936, 0.965365, 1.828327)

Forces on atoms 1 to 3 (eV/Å):
C -1.473 -0.356 0.684
C -1.091 2.115 2.464
O 1.018 1.651 0.324

Properties
- LUMO (alpha / beta): -0.9784 / -0.9776 eV
- HOMO energy (alpha / beta): -9.869 / -9.869 eV
- Energy relative to the best compared isomer or geometry (same formula, charge and spin): 278.8 kJ/mol
- Charge: 0
- Kohn-Sham gap (alpha / beta): 8.89 / 8.89 eV

Per-atom Löwdin charges, elementary charge units:
1 C -0.335
2 C -0.799
3 O 0.058
4 F -0.057
5 I 0.782
6 H 0.129
7 H 0.221

***

(8)
# C2H2FIO2S

C2H2FIO2S in the gas phase in a non-equilibrium geometry (wB97M-V/def2-TZVPD, the Open Molecules 2025 dataset).

Geometry (Å):
O (-2.466028, -0.963047, 0.014581)
S (-1.390093, -0.027568, 0.113821)
O (-1.270668, 0.848407, 1.216032)
F (-1.367127, 1.133484, -1.130030)
C (0.194337, -0.793359, -0.251618)
C (1.379386, 0.364600, 0.101694)
I (3.340212, -0.044473, -0.281878)
H (0.391770, -1.809164, -0.377167)
H (1.188212, 1.291122, 0.594563)

Forces on atoms 1 to 3 (eV/Å):
O 0.627 0.777 -0.636
S 1.271 0.405 -1.444
O -0.081 0.142 0.720

Properties
- LUMO (alpha / beta): -1.5266 / -1.6925 eV
- HOMO energy (alpha / beta): -9.836 / -9.542 eV
- Structure (SMILES): O=S(=O)(F)/C=C/I
- Energy relative to the best compared isomer or geometry (same formula, charge and spin): 222.3 kJ/mol
- Charge: 0
- Kohn-Sham gap (alpha / beta): 8.31 / 7.85 eV

Per-atom Löwdin charges, elementary charge units:
1 O -0.263
2 S 0.638
3 O -0.283
4 F -0.245
5 C -0.146
6 C -0.612
7 I 0.883
8 H 0.030
9 H -0.003

***

(9)
# C2H2FIS

2 unconnected molecules or ions with the total composition C2H2FIS in a non-equilibrium geometry (wB97M-V/def2-TZVPD, the Open Molecules 2025 dataset).

Geometry (Å):
S (0.109759, 2.295335, 0.167780)
C (-0.430783, 0.843415, 0.022792)
C (-0.914918, -0.344914, -0.130318)
I (-3.005278, -0.681079, 0.014747)
H (-0.341958, -1.229004, -0.337317)
F (2.116828, -0.604284, -0.270531)
H (2.466347, -0.279471, 0.532850)

Forces on atoms 1 to 3 (eV/Å):
S -0.047 -0.163 0.047
C 0.052 0.513 -0.062
C -0.892 -0.517 0.055

Properties
- LUMO: -1.0196 eV
- HOMO energy: -8.502 eV
- Structure (SMILES): S=C=CI.F
- Energy relative to the best compared isomer or geometry (same formula, charge and spin): 64.7 kJ/mol
- Charge: 0
- Kohn-Sham gap: 7.48 eV

Per-atom Löwdin charges, elementary charge units:
1 S 0.760
2 C -0.876
3 C -0.708
4 I 0.775
5 H 0.024
6 F -0.075
7 H 0.098

***

(10)
# C2H2FN

A molecular structure, C2H2FN in a non-equilibrium geometry (wB97M-V/def2-TZVPD, the Open Molecules 2025 dataset).

Geometry (Å):
C (0.548382, 1.032146, 0.169219)
C (-0.168179, 0.008656, -0.127092)
N (-0.461394, -0.686200, -1.059187)
F (-0.648853, -2.083751, -0.932670)
H (0.309635, 1.703018, 1.007120)
H (0.420408, 0.026131, 0.942610)

Forces on atoms 1 to 3 (eV/Å):
C 1.408 2.382 3.087
C 0.186 1.756 0.337
N -2.444 -4.482 -4.043

Properties
- LUMO: -0.5668 eV
- HOMO energy: -9.368 eV
- Energy relative to the best compared isomer or geometry (same formula, charge and spin): 618.1 kJ/mol
- Charge: 0
- Kohn-Sham gap: 8.80 eV

Per-atom Löwdin charges, elementary charge units:
1 C 0.109
2 C -0.332
3 N 0.088
4 F -0.075
5 H 0.064
6 H 0.146